[1]
Density functional theory data (ωB97M-V/def2-TZVPD) for a structure of composition C15H15F3IrN6O8S.

```
! RIJCOSX wB97M-V def2-TZVPD def2/J DEFGRID3
* xyz 0 2
Ir 0.4911 1.3106 -0.0951
S 1.9170 -1.7385 -0.5493
F 2.0561 1.7849 4.5143
F -0.0949 1.6326 4.7352
F 0.7489 2.9335 3.2311
O -0.2604 3.1264 0.5995
O 2.7851 1.9085 1.6821
O 3.9857 3.3140 0.5662
O 2.2471 2.4423 -0.3622
O 0.1000 0.7682 1.8197
O 2.6696 -2.2042 -1.6702
O 2.5330 -1.4051 0.6904
O 1.2898 -0.5113 3.2449
N -1.9399 4.0675 1.7183
N 0.6474 1.4549 -2.1156
N 3.0331 2.5892 0.7026
N 1.3450 -0.3627 -3.4725
N 1.1347 -0.3350 -1.0395
N -2.6347 -5.3662 0.4174
C 0.0131 -2.8848 1.0081
C -1.4318 3.0527 1.0290
C 0.8174 1.7936 -4.4095
C -1.5302 0.9927 -0.3061
C 0.9182 1.7492 3.8388
C -2.2500 1.8278 0.7532
C -1.0675 -3.7179 1.2239
C 0.5255 2.2731 -3.1490
C 0.5759 -2.8201 -0.2611
C -1.5910 -4.4918 0.1833
C -1.0073 -4.4128 -1.0871
C 1.0851 0.1808 -2.2964
C 0.0712 -3.5815 -1.3087
C 0.8315 0.5317 2.8763
C 1.2093 0.4592 -4.5067
H 0.2060 3.2868 -2.9470
H -3.1898 -5.2054 1.2400
H -2.8612 4.0138 2.1137
H -1.5032 -3.7869 2.2137
H 0.5370 -3.5249 -2.2843
H -3.1595 -5.6787 -0.3810
H -1.8496 1.2582 -1.3137
H 0.7399 2.4232 -5.2817
H -1.6938 -0.0755 -0.1535
H -3.2632 2.1148 0.4605
H 1.4241 0.0278 -5.4780
H -2.3140 1.2778 1.6929
H -1.3288 4.8198 1.9942
H -1.3968 -5.0233 -1.8930
H 0.4298 -2.2893 1.8120
*
```

Results
- Orbital gap (alpha / beta): 8.2 / 6.4 eV
- LUMO energy (alpha / beta): -0.3 / -2.1 eV

natural (NBO) population analysis, charges in e, atoms 1 to 2: atom 1 (Ir): 1.449, atom 2 (S): 2.348



[2]
Density functional theory data (ωB97M-V/def2-TZVPD) for a structure of composition C15H15N2OS at a distorted geometry.

```
! RIJCOSX wB97M-V def2-TZVPD def2/J DEFGRID3
* xyz -1 1
S 4.1856 -0.7147 -0.8583
O 0.1825 -0.6895 -1.8812
N -4.3478 4.7633 -0.1516
N 1.1758 -0.8124 2.7864
C -1.3393 0.3165 0.6294
C -0.4054 -0.8517 0.6778
C 0.4715 -0.8118 1.8222
C 3.0447 -2.1054 -1.1373
C -1.1512 -2.2064 0.6432
C -3.6651 3.8218 0.0189
C 3.0208 0.6883 -1.0755
C -3.2238 1.4481 -0.4210
C -2.9097 2.6256 0.2715
C 1.6814 -1.9981 -0.4773
C -2.4681 0.2964 -0.2352
C -1.8359 2.6333 1.1696
C 1.6658 0.5298 -0.3996
C 0.8732 -0.7297 -0.8521
C -1.0646 1.4883 1.3643
H 3.5640 1.5598 -0.6633
H -1.9716 -2.1700 -0.0682
H 1.0607 1.4319 -0.5439
H -1.6150 3.5327 1.7374
H 1.0883 -2.8927 -0.6930
H 2.9074 0.8274 -2.1628
H -2.7495 -0.6211 -0.7692
H -4.0660 1.4255 -1.1156
H 1.8848 -1.9677 0.5916
H 2.9466 -2.2339 -2.2247
H -0.2945 1.4947 2.1436
H -1.6324 -2.5194 1.5992
H 3.5774 -2.9827 -0.7319
H -0.4658 -3.0114 0.3441
H 1.8750 0.4350 0.6625
*
```

Results
- Orbital gap: 7.1 eV
- LUMO energy: 3.0 eV

natural (NBO) population analysis, charges in e, atoms 1 to 2: atom 1 (S): 0.139, atom 2 (O): -0.763



[3]
Density functional theory data (ωB97M-V/def2-TZVPD) for a structure of composition C15H15N2OsS4Sb.

```
! RIJCOSX wB97M-V def2-TZVPD def2/J DEFGRID3
* xyz 0 5
Os -1.5086 1.0298 0.4561
Sb -3.9877 1.5170 2.6712
S -4.0233 3.4116 3.7957
S -3.5634 1.9461 0.2517
S -5.2460 -0.2969 2.8569
S -1.5667 0.6980 2.6070
N -1.9655 -0.8829 -0.6724
N 0.4485 1.0401 0.0335
C 3.0898 -1.1332 1.4590
C 2.1316 -0.6342 0.5919
C 3.3719 -0.4679 2.6457
C 1.7346 1.2073 2.0957
C 0.8537 1.4509 -1.2493
C 2.5089 2.2991 -2.7799
C -2.0985 -4.3729 -0.3356
C -0.0980 1.5413 -2.2681
C 1.4504 0.5358 0.9138
C -3.0948 -3.2188 -0.4259
C 2.1689 1.8363 -1.5203
C -2.4465 -1.9188 -0.5665
C 0.2473 2.0253 -3.5196
C 1.5551 2.4032 -3.7846
C 2.6955 0.7013 2.9601
H 4.1190 -0.8605 3.3225
H -1.4117 -4.2306 0.4968
H 1.9050 -1.1418 -0.3377
H -0.5095 2.0924 -4.2897
H -1.1234 1.2121 -2.1120
H -1.5182 -4.4642 -1.2522
H 2.9172 1.7840 -0.7417
H 3.6165 -2.0448 1.2088
H -3.7704 -3.3277 -1.2763
H 1.8301 2.7709 -4.7636
H -2.6429 -5.3012 -0.1770
H -3.7152 -3.1474 0.4713
H 1.2014 2.1196 2.3280
H 3.5319 2.5945 -2.9731
H 2.9131 1.2271 3.8801
*
```

Results
- Orbital gap (alpha / beta): 7.0 / 6.0 eV
- LUMO energy (alpha / beta): -1.1 / -2.3 eV

natural (NBO) population analysis, charges in e, atoms 1 to 2: atom 1 (Os): 0.982, atom 2 (Sb): 1.346



[4]
Density functional theory data (ωB97M-V/def2-TZVPD) for the molecule C15H15N3O2 at a distorted geometry.

```
! RIJCOSX wB97M-V def2-TZVPD def2/J DEFGRID3
* xyz 0 1
O -0.6575 -3.5098 0.6607
O 1.4755 3.3647 -1.7421
N -0.7608 3.2975 -1.5096
N -1.8997 2.7870 -1.0063
N 1.2962 -2.3649 0.9467
C -4.2670 3.3964 -0.9074
C -0.1952 -0.8133 -0.2244
C -2.8562 3.6325 -1.3032
C 0.5102 2.7309 -1.3710
C 0.4826 -3.4595 1.0677
C 1.1078 -4.6281 1.7558
C 2.0489 -0.1762 0.3695
C 2.5635 -4.9844 1.5920
C -0.3985 0.4335 -0.7801
C -2.3333 4.7408 -2.0256
C 1.0280 -1.1307 0.3633
C -0.9993 4.4945 -2.1315
C 2.0730 -4.4743 2.9037
C 0.6134 1.3921 -0.7652
C 1.8460 1.0612 -0.1947
H -4.3398 2.4665 -0.3513
H 3.1872 -4.3531 0.9760
H -0.1969 5.0394 -2.5847
H 2.6336 1.7994 -0.2005
H -4.9010 3.3392 -1.7912
H -4.6255 4.2166 -0.2871
H 1.9795 -5.1698 3.7235
H -1.3502 0.6632 -1.2289
H -0.9797 -1.5509 -0.2424
H 0.4062 -5.4510 1.8135
H 2.8084 -6.0320 1.5067
H 2.3470 -3.4792 3.2228
H -2.8800 5.5824 -2.3982
H 3.0042 -0.4145 0.8175
H 2.2291 -2.4462 1.3259
*
```

Results
- Orbital gap: 8.9 eV
- SMILES: Cc1ccn(C(=O)c2ccc(NC(=O)C3CC3)cc2)n1
- LUMO energy: 0.2 eV

natural (NBO) population analysis, charges in e, atoms 1 to 2: atom 1 (O): -0.592, atom 2 (O): -0.565



[5]
Density functional theory data (ωB97M-V/def2-TZVPD) for the molecule C15H15N3O6S at a distorted geometry.

```
! RIJCOSX wB97M-V def2-TZVPD def2/J DEFGRID3
* xyz 0 1
S 3.0564 0.2591 1.5070
O 2.2212 1.3235 -1.5509
O 4.4720 0.0594 1.4463
O -0.7499 -1.5647 1.7612
O 0.1431 0.3816 1.5494
O 2.4037 0.0615 2.7595
O -4.0690 -0.3087 1.1841
N 1.6907 2.3059 0.3988
N 2.8677 1.8684 0.9895
N 0.0746 -0.8031 1.3138
C 0.5812 -2.3233 -0.5105
C -2.3777 -0.2520 -0.5695
C 1.4364 -2.8048 -1.4839
C -1.0402 1.7472 -0.7732
C -1.3712 0.4675 -1.1917
C 0.1024 2.4851 -1.4184
C -2.7618 1.6051 0.9024
C -1.7541 2.3079 0.2803
C 2.3200 -0.8596 0.2855
C 1.4205 1.9551 -0.8906
C 1.0206 -1.3354 0.3650
C 2.7330 -2.3188 -1.5714
C -4.2607 -1.6907 0.9910
C -3.0777 0.3075 0.4957
C 3.1778 -1.3635 -0.6724
H -5.0193 -1.9857 1.7139
H -2.6078 -1.2459 -0.9203
H -1.5195 3.3072 0.6173
H -3.3142 2.0311 1.7240
H 3.6532 2.0450 0.3705
H 0.0359 3.5514 -1.2016
H 0.9489 2.5263 1.0500
H -3.3372 -2.2437 1.1878
H -0.4304 -2.6873 -0.4172
H -4.6218 -1.9124 -0.0189
H 0.0963 2.3333 -2.4987
H 1.0914 -3.5595 -2.1737
H 3.4011 -2.6926 -2.3313
H -0.8265 0.0192 -2.0114
H 4.1909 -0.9965 -0.6877
*
```

Results
- Orbital gap: 7.9 eV
- SMILES: COc1ccc(CC(=O)NNS(=O)(=O)c2ccccc2[N+](=O)[O-])cc1
- LUMO energy: -0.7 eV

natural (NBO) population analysis, charges in e, atoms 1 to 2: atom 1 (S): 2.286, atom 2 (O): -0.621



[6]
Density functional theory data (ωB97M-V/def2-TZVPD) for the molecule C15H15N7 at a distorted geometry.

```
! RIJCOSX wB97M-V def2-TZVPD def2/J DEFGRID3
* xyz 0 1
N -0.6564 -0.6079 -0.7252
N 1.3636 -0.9160 0.4241
N 2.5521 0.9093 1.0109
N -0.0479 -2.6620 -0.2152
N -1.2504 1.3127 -1.5486
N 2.7535 2.3490 1.2955
N 0.6845 1.1938 -0.2575
C -0.5813 5.0067 -1.8757
C -2.6776 3.1669 -1.9372
C 1.8574 -4.7924 2.1586
C -2.9271 4.5330 -2.0776
C -1.8859 5.4887 -2.0495
C -0.4555 -5.3924 2.2351
C 0.2934 -3.6523 0.7324
C -1.4004 2.6915 -1.7199
C -0.3394 0.6366 -0.8305
C 1.4846 0.3728 0.3663
C -0.3708 3.6204 -1.7047
C 0.2564 -1.3461 -0.1658
C 0.8356 -5.5392 2.7181
C -0.7296 -4.4591 1.2353
C 1.6101 -3.8590 1.1765
H 0.6388 3.2928 -1.5560
H -2.0838 0.7440 -1.6283
H 0.2246 5.7481 -1.8521
H -3.9440 4.9018 -2.2452
H 3.1828 2.8450 0.4953
H -1.2715 -6.0154 2.6521
H -0.9561 -2.7476 -0.6251
H 1.0322 -6.2968 3.4794
H -1.7183 -4.3449 0.8370
H 2.8468 -4.9896 2.4750
H 1.8598 2.7850 1.5190
H -2.1102 6.5578 -2.2073
H 2.4086 -3.2562 0.7321
H 3.0721 0.2060 1.5338
H -3.5506 2.5150 -1.8552
*
```

Results
- Orbital gap: 9.1 eV
- SMILES: NNc1nc(Nc2ccccc2)nc(Nc2ccccc2)n1
- LUMO energy: 0.8 eV

natural (NBO) population analysis, charges in e, atoms 1 to 2: atom 1 (N): -0.608, atom 2 (N): -0.594



Computed values of DFT total energy (unit: eV) for the preceding records, in sequence: -62942.584; -31661.684; -71123.352; -24363.484; -43384.812; -26229.643.
Computed values of ΔE to the lowest compared entry with this formula, charge and spin (unit: kJ/mol) for the preceding records, in sequence: 57.2; 55.4; 3.7; 109.4; 21.0; 0.0.